14
Properties=species:S:1:pos:R:3:forces:R:3 method="wB97M-V/def2-TZVPD" fmax_ha_per_bohr=0.0210 e_tot_ev=-8610.00485 charge=+1
N -1.3986 0.2886 -0.3238 -0.3 0.1 0.2
N 1.4061 0.2261 1.1915 0.1 -0.8 0.1
N -1.9196 -1.4431 -1.7718 -0.4 -0.2 -0.1
N 0.7327 1.1881 0.8082 -0.2 1.0 -0.2
N 2.5683 0.3922 1.7250 0.8 0.6 0.3
C -1.0823 -0.6112 -1.1900 0.2 -0.2 0.0
H -2.9092 -1.4187 -1.5592 0.2 -0.1 -0.1
H -0.0301 -0.6996 -1.4468 -0.1 0.0 0.0
H 2.9846 1.3177 1.8528 -0.2 -0.3 0.0
H -0.5803 0.8025 0.1915 -0.2 -0.1 -0.2
H 3.0645 -0.4262 2.0379 -0.1 0.0 -0.1
H -1.6047 -2.1450 -2.4232 0.0 0.1 0.0
H -2.3600 0.3951 -0.0266 0.0 0.0 0.0
H 1.1286 2.1336 0.9346 0.3 -0.2 0.1